No. 1
244
Properties=species:S:1:pos:R:3:lowdin_charge:R:1 method="wB97M-V/def2-TZVPD" relative_energy_kcal_mol=0.0 homo_ev=-8.356 smiles="CN(C)P(=O)(N(C)C)N(C)C.CN(C)P(=O)(N(C)C)N(C)C.CN(C)P(=O)(N(C)C)N(C)C.CN(C)P(=O)(N(C)C)N(C)C.CN(C)P(=O)(N(C)C)N(C)C.CN(C)P(=O)(N(C)C)N(C)C.CN(C)P(=O)(N(C)C)N(C)C.CN(C)P(=O)(N(C)C)N(C)C.CC#N.CC#N" e_lumo_ev=0.37 spin_multiplicity=1
C 13.59 24.80 25.80 -0.11
N 14.75 24.00 26.19 -0.31
C 15.70 24.81 26.95 -0.13
P 15.18 22.52 25.40 0.55
O 16.34 21.81 25.95 -0.28
N 13.80 21.59 25.38 -0.31
C 12.67 21.57 24.42 -0.13
C 13.57 20.65 26.49 -0.11
N 15.37 22.92 23.76 -0.30
C 16.24 24.06 23.49 -0.11
C 15.59 21.79 22.86 -0.11
H 13.82 25.55 25.04 0.07
H 13.28 25.32 26.71 0.08
H 12.79 24.15 25.46 0.06
H 15.36 24.81 28.00 0.09
H 15.75 25.85 26.62 0.08
H 16.70 24.35 26.87 0.08
H 11.70 21.70 24.95 0.09
H 12.79 22.41 23.68 0.07
H 12.70 20.62 23.86 0.09
H 14.48 20.48 27.11 0.08
H 12.79 21.04 27.13 0.07
H 13.26 19.61 26.23 0.09
H 16.33 24.20 22.41 0.09
H 15.80 24.99 23.96 0.08
H 17.24 23.93 23.84 0.05
H 16.67 21.46 22.80 0.08
H 15.22 21.96 21.85 0.05
H 15.03 20.97 23.31 0.07
C 11.67 21.70 14.34 -0.16
N 13.01 21.26 14.11 -0.29
C 13.83 21.03 15.33 -0.12
P 13.35 20.12 12.90 0.55
O 14.80 20.01 12.50 -0.32
N 12.77 18.66 13.45 -0.29
C 13.54 17.46 13.07 -0.11
C 11.40 18.47 13.93 -0.10
N 12.30 20.71 11.70 -0.32
C 11.91 19.82 10.62 -0.13
C 12.51 22.09 11.17 -0.09
H 11.26 21.16 15.21 0.07
H 11.02 21.39 13.52 0.06
H 11.56 22.79 14.48 0.09
H 14.91 20.82 15.15 0.07
H 13.33 20.20 15.91 0.04
H 13.75 21.92 16.00 0.08
H 13.59 16.77 13.94 0.06
H 13.10 17.01 12.18 0.08
H 14.53 17.84 12.74 0.07
H 10.74 19.35 13.88 0.08
H 10.88 17.80 13.25 0.07
H 11.38 17.99 14.90 0.05
H 11.00 20.29 10.15 0.09
H 12.64 19.72 9.80 0.08
H 11.67 18.81 10.97 0.07
H 11.82 22.19 10.32 0.07
H 13.52 22.19 10.71 0.09
H 12.38 22.86 11.92 0.07
C 21.43 20.79 26.78 -0.07
N 22.31 20.93 25.52 -0.28
C 23.78 21.12 25.79 -0.10
P 21.69 20.16 24.14 0.51
O 21.60 18.71 24.14 -0.30
N 20.17 20.84 23.98 -0.28
C 19.20 19.96 23.23 -0.09
C 19.66 22.12 24.44 -0.13
N 22.71 20.67 22.85 -0.31
C 23.75 19.83 22.26 -0.11
C 22.46 21.78 21.98 -0.15
H 20.53 21.42 26.77 0.06
H 22.14 21.07 27.58 0.07
H 21.17 19.73 26.92 0.08
H 24.15 20.32 26.47 0.09
H 24.08 22.04 26.27 0.07
H 24.35 21.03 24.89 0.05
H 18.37 19.64 23.84 0.08
H 18.90 20.37 22.26 0.07
H 19.83 19.07 22.99 0.06
H 20.39 22.70 24.99 0.08
H 19.35 22.72 23.54 0.08
H 18.75 21.96 25.00 0.05
H 23.65 18.89 22.80 0.07
H 23.46 19.76 21.21 0.07
H 24.76 20.26 22.25 0.08
H 21.55 22.33 22.30 0.07
H 22.29 21.44 20.96 0.07
H 23.20 22.62 21.96 0.09
C 10.95 21.48 21.41 -0.12
N 10.61 22.13 20.11 -0.29
C 10.53 21.22 18.93 -0.09
P 10.67 23.80 19.82 0.55
O 9.83 24.19 18.65 -0.30
N 10.29 24.51 21.32 -0.31
C 8.87 24.50 21.71 -0.11
C 10.89 25.78 21.69 -0.11
N 12.31 24.12 19.56 -0.30
C 13.31 23.78 20.56 -0.13
C 12.62 25.28 18.68 -0.10
H 10.98 22.14 22.27 0.05
H 11.91 20.95 21.30 0.06
H 10.23 20.69 21.65 0.08
H 11.52 20.71 18.93 0.04
H 10.39 21.76 17.99 0.07
H 9.72 20.47 19.11 0.09
H 8.42 25.39 21.22 0.09
H 8.44 23.60 21.29 0.07
H 8.64 24.46 22.77 0.08
H 10.31 26.61 21.25 0.09
H 10.79 25.90 22.74 0.07
H 11.92 25.81 21.30 0.05
H 13.49 24.52 21.34 0.07
H 13.10 22.79 21.01 0.06
H 14.31 23.67 20.07 0.09
H 12.65 26.28 19.11 0.07
H 11.97 25.22 17.80 0.08
H 13.62 25.04 18.34 0.07
C 15.66 15.62 17.87 -0.13
N 15.59 17.07 17.68 -0.26
C 14.87 17.38 16.40 -0.09
P 15.44 17.99 19.09 0.60
O 14.22 17.79 19.94 -0.31
N 16.88 17.60 19.96 -0.27
C 16.84 17.87 21.47 -0.06
C 18.25 17.67 19.42 -0.14
N 15.45 19.57 18.46 -0.28
C 16.59 20.06 17.73 -0.14
C 14.60 20.65 19.11 -0.07
H 14.72 15.24 18.41 0.09
H 16.52 15.31 18.42 0.06
H 15.56 15.08 16.91 0.04
H 14.93 18.46 16.17 0.07
H 13.82 17.13 16.44 0.04
H 15.29 16.73 15.61 0.06
H 16.09 17.22 21.84 0.01
H 17.79 17.56 21.91 0.08
H 16.64 18.93 21.68 0.07
H 18.95 16.99 19.91 0.07
H 18.31 17.51 18.32 0.05
H 18.69 18.68 19.63 0.09
H 17.24 19.25 17.43 0.03
H 16.25 20.63 16.84 0.07
H 17.24 20.79 18.28 0.09
H 15.24 21.20 19.80 0.06
H 13.77 20.12 19.56 0.05
H 14.24 21.34 18.34 0.07
C 20.49 14.06 18.52 -0.11
N 19.68 13.16 17.72 -0.30
C 19.33 13.71 16.41 -0.13
P 20.06 11.48 17.48 0.54
O 21.22 11.10 16.64 -0.30
N 20.27 10.95 19.05 -0.30
C 19.39 11.38 20.22 -0.09
C 21.20 9.83 19.21 -0.11
N 18.62 10.92 16.86 -0.28
C 18.54 10.05 15.69 -0.09
C 17.36 11.02 17.65 -0.08
H 19.81 14.87 18.85 0.07
H 21.31 14.47 17.90 0.08
H 21.05 13.48 19.29 0.09
H 20.05 13.39 15.67 0.08
H 19.42 14.80 16.35 0.06
H 18.32 13.48 16.09 0.06
H 20.05 11.69 21.03 0.07
H 18.83 12.23 19.81 0.05
H 18.69 10.58 20.50 0.07
H 20.79 9.03 19.85 0.08
H 21.37 9.34 18.24 0.06
H 22.18 10.18 19.49 0.08
H 19.46 9.87 15.22 0.06
H 18.13 9.10 16.04 0.08
H 17.83 10.43 14.92 0.06
H 17.32 10.28 18.44 0.08
H 16.52 10.88 16.99 0.04
H 17.32 12.04 18.03 0.06
C 16.07 14.73 13.34 -0.10
N 15.88 13.30 13.54 -0.27
C 17.13 12.56 13.33 -0.10
P 14.83 12.83 14.76 0.54
O 15.20 13.03 16.20 -0.31
N 13.42 13.68 14.50 -0.28
C 12.66 14.32 15.63 -0.08
C 12.73 13.75 13.20 -0.11
N 14.54 11.22 14.48 -0.30
C 14.60 10.55 13.19 -0.13
C 14.12 10.34 15.60 -0.09
H 15.16 15.27 13.14 0.05
H 16.76 14.93 12.57 0.06
H 16.53 15.24 14.22 0.07
H 17.91 12.76 14.07 0.07
H 17.60 12.94 12.39 0.10
H 17.01 11.46 13.28 0.06
H 13.39 14.69 16.33 0.03
H 12.03 15.11 15.23 0.06
H 11.99 13.69 16.27 0.09
H 12.13 14.68 13.23 0.07
H 13.40 13.67 12.34 0.07
H 12.06 12.87 13.08 0.08
H 13.62 10.21 12.88 0.07
H 14.83 11.23 12.38 0.07
H 15.34 9.74 13.23 0.09
H 14.31 10.88 16.57 0.08
H 14.89 9.54 15.51 0.08
H 13.08 9.98 15.59 0.09
C 22.93 16.90 15.95 -0.10
N 21.70 17.75 15.81 -0.30
C 21.20 18.52 16.93 -0.14
P 21.08 17.77 14.23 0.52
O 21.80 16.80 13.38 -0.30
N 19.45 17.53 14.47 -0.28
C 18.60 17.28 13.24 -0.06
C 18.70 17.24 15.63 -0.15
N 21.23 19.26 13.49 -0.30
C 20.33 20.36 13.79 -0.12
C 22.55 19.60 12.97 -0.11
H 23.77 17.44 15.39 0.10
H 22.77 15.88 15.60 0.07
H 23.26 16.76 16.98 0.07
H 20.86 17.80 17.73 0.08
H 20.34 19.11 16.60 0.05
H 21.87 19.34 17.32 0.10
H 18.34 16.23 13.11 0.06
H 17.78 17.99 13.39 0.09
H 19.06 17.65 12.33 0.08
H 19.41 16.75 16.28 0.05
H 18.29 18.13 16.17 0.07
H 17.83 16.64 15.32 0.07
H 20.70 21.24 13.25 0.07
H 19.37 20.22 13.31 0.07
H 20.29 20.71 14.84 0.08
H 23.23 19.75 13.81 0.07
H 22.64 20.46 12.27 0.09
H 22.94 18.74 12.46 0.06
C 15.82 14.42 21.45 -0.07
C 14.99 15.17 22.38 -0.29
N 14.29 15.81 23.04 0.14
H 15.27 13.65 20.91 0.08
H 16.52 13.82 22.06 0.09
H 16.31 15.07 20.71 0.05
C 11.66 16.74 18.99 -0.07
C 11.88 17.89 18.13 -0.25
N 12.10 18.76 17.39 0.18
H 11.23 16.99 19.99 0.11
H 12.60 16.23 19.24 0.06
H 10.96 16.04 18.54 0.08

---

No. 2
19
Properties=species:S:1:pos:R:3:nbo_charge:R:1 method="wB97M-V/def2-TZVPD" relative_energy_kcal_mol=45.7 charge=+1 homo_ev=-14.067 smiles="C/C=C/[N+](C)=C/C" e_lumo_ev=-4.69 spin_multiplicity=1
C -3.02 -0.44 -0.81 -0.64
C -1.67 -0.01 -0.26 -0.08
C -0.52 -0.65 -0.53 -0.10
N 0.70 -0.27 -0.03 -0.26
C 1.61 -1.37 0.26 -0.41
C 0.83 1.02 0.12 0.29
C 1.88 1.67 0.90 -0.73
H -3.52 0.32 -1.25 0.24
H -3.71 -0.66 0.00 0.25
H -2.75 -1.11 -1.59 0.23
H -1.63 0.67 0.58 0.20
H -0.55 -1.44 -1.28 0.23
H 1.40 -2.15 0.90 0.26
H 2.58 -0.86 0.45 0.23
H 1.70 -1.86 -0.62 0.23
H 0.11 1.64 -0.38 0.24
H 1.54 1.86 2.00 0.30
H 2.25 2.64 0.53 0.28
H 2.78 1.00 1.01 0.25

---

No. 3
99
Properties=species:S:1:pos:R:3:lowdin_spin:R:1 method="wB97M-V/def2-TZVPD" relative_energy_kcal_mol=19.7 homo_ev="-7.712 / -7.388" e_lumo_ev="-0.63 / -0.61" spin_multiplicity=2
Co -0.42 -1.00 -0.40 1.08
C 1.11 1.79 5.80 0.00
C 0.22 2.78 5.10 0.00
C -0.12 3.98 5.70 0.00
C -0.95 4.91 5.08 0.00
C -1.44 4.63 3.81 0.00
C -1.10 3.44 3.18 0.00
C -0.29 2.50 3.83 0.00
N 0.10 1.29 3.22 0.00
C -0.47 0.66 2.13 0.00
N -1.82 0.79 2.05 0.00
C -2.67 0.47 0.96 -0.01
C -2.20 -0.19 -0.17 -0.08
C -3.11 -0.26 -1.24 -0.01
C -4.41 0.21 -1.16 0.00
C -4.86 0.79 0.02 0.00
C -3.99 0.95 1.09 0.00
C -4.46 1.64 2.35 0.00
N 0.22 -0.03 1.29 -0.01
C 1.64 -0.11 1.49 0.00
C 2.47 0.63 0.64 0.00
C 3.85 0.52 0.73 0.00
C 4.41 -0.34 1.66 0.00
C 3.59 -1.05 2.52 0.00
C 2.20 -0.95 2.47 0.00
C 1.36 -1.71 3.45 0.00
H 1.30 2.10 6.83 0.00
H 2.08 1.69 5.31 0.00
H 0.66 0.79 5.83 0.00
H 0.28 4.20 6.69 0.00
H -1.20 5.84 5.57 0.00
H -2.07 5.34 3.30 0.00
H -1.44 3.26 2.17 0.00
H 1.04 0.99 3.41 0.00
H -2.24 1.27 2.82 0.00
H -2.78 -0.71 -2.17 0.00
H -5.08 0.12 -2.01 0.00
H -5.88 1.13 0.11 0.00
H -5.53 1.87 2.28 0.00
H -3.94 2.58 2.51 0.00
H -4.32 1.02 3.24 0.00
H 2.01 1.29 -0.09 0.00
H 4.48 1.10 0.06 0.00
H 5.49 -0.46 1.72 0.00
H 4.03 -1.74 3.24 0.00
H 1.85 -2.65 3.72 0.00
H 0.38 -1.95 3.04 0.00
H 1.21 -1.14 4.37 0.00
S -2.28 4.74 -0.87 0.00
C -2.30 6.44 -1.00 0.00
C -1.25 6.91 -1.73 0.00
C -0.41 5.86 -2.20 0.00
C -0.84 4.62 -1.81 0.00
C -0.23 3.31 -2.12 0.00
C -0.51 2.18 -1.32 0.00
N 0.00 1.00 -1.54 0.02
C 0.84 0.84 -2.57 0.00
C 1.18 1.88 -3.43 0.00
C 2.08 1.61 -4.53 0.00
C 2.59 0.38 -4.73 0.00
C 2.26 -0.72 -3.84 0.00
C 2.75 -2.02 -4.02 0.00
C 2.41 -3.01 -3.13 0.00
C 1.58 -2.65 -2.06 0.00
N 1.08 -1.44 -1.89 0.01
C 1.41 -0.48 -2.77 0.00
C 2.87 -4.41 -3.28 0.00
C 3.72 -4.92 -4.22 0.00
C 3.92 -6.32 -4.08 0.00
C 3.21 -6.84 -3.04 0.00
S 2.31 -5.65 -2.22 0.00
C 0.62 3.14 -3.18 0.00
H -3.09 7.01 -0.52 0.00
H -1.08 7.96 -1.93 0.00
H 0.48 6.02 -2.78 0.00
H -1.19 2.26 -0.48 0.00
H 2.34 2.42 -5.20 0.00
H 3.26 0.18 -5.55 0.00
H 3.40 -2.23 -4.86 0.00
H 1.31 -3.37 -1.30 0.00
H 4.20 -4.33 -4.99 0.00
H 4.55 -6.91 -4.73 0.00
H 3.17 -7.86 -2.70 0.00
H 0.85 3.97 -3.84 0.00
O 1.77 -4.29 1.29 0.00
N 0.70 -3.97 0.75 0.00
O -0.01 -4.81 0.18 0.00
O 0.36 -2.74 0.75 0.01
I -4.50 -5.05 0.94 0.00
C -3.19 -4.43 -0.55 0.00
C -3.02 -5.17 -1.70 0.00
C -2.13 -4.69 -2.65 0.00
C -1.46 -3.51 -2.40 0.00
N -1.62 -2.80 -1.28 0.00
C -2.46 -3.26 -0.36 0.00
H -3.57 -6.09 -1.86 0.00
H -1.95 -5.24 -3.57 0.00
H -0.77 -3.11 -3.14 0.00
H -2.55 -2.69 0.55 0.00

---

No. 4
50
Properties=species:S:1:pos:R:3:nbo_charge:R:1 method="wB97M-V/def2-TZVPD" relative_energy_kcal_mol=107.7 homo_ev=-8.549 smiles="Cn1c(COc2cccc(C(=O)O)c2)nc2cnc(Oc3ccc4c(c3)OCC4)cc21" e_lumo_ev=0.35 spin_multiplicity=1
C 0.26 -2.32 0.17 -0.42
N -0.96 -1.62 -0.27 -0.40
C -2.27 -1.96 0.23 0.35
C -2.71 -3.20 1.04 -0.11
O -2.14 -3.22 2.36 -0.54
C -2.58 -2.29 3.30 0.33
C -3.33 -2.67 4.40 -0.24
C -3.73 -1.74 5.42 -0.20
C -3.26 -0.47 5.22 -0.19
C -2.45 -0.07 4.19 -0.14
C -1.83 1.33 4.08 0.78
O -2.45 2.26 4.52 -0.58
O -0.59 1.37 3.57 -0.67
C -2.19 -1.01 3.18 -0.24
N -3.15 -1.17 -0.39 -0.44
C -2.35 -0.36 -1.28 -0.01
C -2.84 0.69 -2.02 0.10
N -1.98 1.31 -2.86 -0.46
C -0.69 0.99 -2.95 0.49
O 0.02 1.84 -3.80 -0.47
C 1.41 1.71 -3.62 0.29
C 2.21 0.76 -4.26 -0.29
C 3.60 0.75 -4.17 -0.20
C 4.16 1.65 -3.17 -0.08
C 3.36 2.53 -2.49 0.35
C 2.05 2.55 -2.77 -0.32
O 3.96 3.36 -1.63 -0.49
C 5.36 2.89 -1.53 -0.07
C 5.62 1.82 -2.62 -0.44
C -0.06 0.08 -2.11 -0.40
C -1.00 -0.58 -1.23 0.23
H 0.74 -2.79 -0.78 0.21
H 0.02 -3.13 0.84 0.23
H 0.90 -1.52 0.67 0.21
H -2.55 -4.10 0.46 0.22
H -3.84 -3.15 1.07 0.22
H -3.49 -3.64 4.71 0.21
H -4.29 -2.22 6.24 0.23
H -3.48 0.29 5.99 0.23
H -0.34 2.30 3.60 0.50
H -1.67 -0.63 2.31 0.23
H -3.87 1.00 -1.80 0.21
H 1.79 0.10 -5.08 0.23
H 4.31 0.10 -4.73 0.23
H 1.54 3.19 -2.11 0.23
H 6.13 3.66 -1.61 0.20
H 5.45 2.40 -0.55 0.18
H 6.25 2.10 -3.40 0.21
H 5.94 0.93 -2.20 0.21
H 1.01 -0.12 -2.16 0.25

---

No. 5
9
Properties=species:S:1:pos:R:3:nbo_charge:R:1 method="wB97M-V/def2-TZVPD" relative_energy_kcal_mol=54.5 homo_ev=-9.382 e_lumo_ev=-0.07 spin_multiplicity=1
C -0.10 0.74 0.05 -0.60
C -0.20 -0.54 -0.72 -0.21
O -0.44 -0.51 2.41 -1.05
P 0.70 0.00 1.69 1.33
Cl 1.13 1.86 -0.64 -0.05
Cl -0.19 -0.34 -2.53 0.01
Cl 1.25 -1.46 -0.13 0.05
H -1.11 1.27 0.10 0.26
H -1.04 -1.03 -0.23 0.26

---

No. 6
13
Properties=species:S:1:pos:R:3:nbo_charge:R:1 method="wB97M-V/def2-TZVPD" relative_energy_kcal_mol=26.9 homo_ev=-9.345 e_lumo_ev=0.07 spin_multiplicity=1
C -0.27 1.94 0.61 -0.42
C 0.35 1.03 -0.09 0.33
F 1.52 1.37 -0.72 -0.33
C 0.10 -0.40 -0.15 0.13
C 1.28 -1.34 -0.27 0.03
F 2.24 -1.07 0.70 -0.36
N -1.02 -1.04 -0.05 -0.51
S -2.54 -0.22 -0.03 0.18
H -1.22 1.72 1.06 0.22
H 0.01 2.98 0.64 0.23
H 0.91 -2.35 -0.10 0.20
H 1.74 -1.22 -1.25 0.18
H -3.11 -1.39 -0.34 0.13

---

No. 7
43
Properties=species:S:1:pos:R:3:lowdin_spin:R:1 method="wB97M-V/def2-TZVPD" charge=+2 homo_ev="-14.753 / -14.722" e_lumo_ev="-8.93 / -8.80" spin_multiplicity=3
C 1.59 2.10 -0.41 0.02
H 2.47 2.74 -0.38 0.00
H 1.72 1.37 -1.23 0.00
H 1.85 1.38 0.90 0.01
C 0.33 2.97 -0.53 0.01
H -0.53 2.43 -0.98 0.00
H 0.01 3.31 0.48 0.00
C 0.57 4.22 -1.40 0.00
H -0.32 4.85 -1.41 0.00
H 1.41 4.81 -0.99 0.00
H 0.81 3.93 -2.42 0.00
C -0.90 -1.80 0.44 -0.01
C -1.55 -1.01 -0.54 -0.02
C -0.58 -0.62 -1.52 -0.02
C 0.68 -1.17 -1.12 -0.01
C 0.49 -1.88 0.10 -0.02
C 1.50 -2.70 0.82 0.00
C 1.92 -1.19 -1.96 0.00
C -0.85 0.07 -2.81 0.00
C -3.01 -0.71 -0.58 0.00
C -1.56 -2.49 1.58 0.00
Pr 0.16 0.78 0.66 2.06
H 2.78 -1.53 -1.38 0.00
H 1.80 -1.87 -2.81 0.00
H 2.16 -0.20 -2.37 0.00
H 2.52 -2.45 0.49 0.00
H 1.45 -2.54 1.91 0.00
H 1.35 -3.78 0.63 0.00
H -2.45 -1.96 1.91 0.00
H -1.88 -3.51 1.29 0.00
H -0.89 -2.60 2.44 0.00
H -3.23 0.17 -1.20 0.00
H -3.58 -1.56 -1.01 0.00
H -3.41 -0.53 0.42 0.00
H -0.08 0.81 -3.06 0.00
H -0.87 -0.66 -3.65 0.00
H -1.82 0.58 -2.80 0.00
C -0.37 0.03 3.90 0.00
O 0.66 0.20 2.92 0.00
H -0.45 -1.03 4.16 0.00
H -1.30 0.36 3.42 0.00
H -0.15 0.65 4.77 0.00
H 1.54 0.02 3.30 0.00